A.
The following is a DFT calculation (ωB97M-V/def2-TZVPD) of the ion C7H11N4O2 with charge +1.

Each line ends with the Löwdin charge.
Positions of all 24 atoms, in Å:
C 1.47 0.80 -0.02  -0.086
C 0.83 -1.73 -0.13  -0.014
C 1.73 -0.66 0.07  -0.084
C -1.08 -0.80 -1.39  0.054
C -4.22 0.16 0.59  -0.047
C -2.76 -0.18 0.35  -0.251
C 3.02 -0.90 0.80  -0.010
N 0.31 1.28 -0.32  0.005
N -0.36 -1.72 -0.63  -0.222
N 0.09 2.60 -0.49  0.118
N -2.20 -0.36 -1.04  0.110
O -0.88 -2.84 -0.79  0.088
O -3.15 1.10 0.71  -0.003
H 2.28 1.40 0.30  0.112
H 1.21 -2.68 -0.02  0.129
H -4.93 0.19 -0.25  0.119
H -4.71 -0.39 1.52  0.165
H -2.19 -0.74 1.02  0.132
H 2.94 -0.20 1.62  0.105
H 3.15 -1.89 1.20  0.100
H 3.87 -0.59 0.32  0.072
H -0.89 2.76 -0.56  0.098
H 0.69 3.28 -0.08  0.111
H -2.93 -0.12 -1.78  0.199

- HOMO energy (eV) = -13.03
- Kohn-Sham gap (eV) = 7.3
- net charge = +1

***

B.
The following is a DFT calculation (ωB97M-V/def2-TZVPD) of a cluster of 2 separate species, C7H11N4O2 in total.

Each line ends with the Löwdin charge.
Positions of all 24 atoms, in Å:
C -2.63 2.16 0.27  -0.073
C -1.33 1.78 0.25  -0.085
C -0.21 -0.43 0.39  0.009
C 1.60 0.93 0.69  -0.403
C -1.29 -2.44 -0.64  -0.012
C 0.71 -2.56 0.98  0.009
C 2.82 2.01 -1.09  0.109
N -3.32 1.00 0.02  0.046
N -2.55 0.00 -0.06  0.060
N -1.22 0.45 0.06  -0.057
N -0.31 -1.71 0.24  -0.128
O 1.85 1.22 1.77  0.276
O 1.70 1.20 -0.47  0.085
H -3.16 3.07 0.42  0.111
H -0.47 2.53 0.43  0.159
H -2.30 -2.29 -0.34  0.062
H -0.97 -3.51 -0.77  0.108
H -1.25 -2.04 -1.69  0.112
H 0.21 -3.25 1.69  0.117
H 1.35 -1.86 1.47  0.056
H 1.35 -3.09 0.19  0.126
H 3.23 1.62 -2.02  0.110
H 3.64 2.22 -0.40  0.116
H 2.56 2.97 -1.42  0.087

- HOMO energy (eV) = -13.36
- Kohn-Sham gap (eV) = 9.0
- net charge = +1

***

Which of them is least stable? Easy: A.

***

A.
The following is a DFT calculation (ωB97M-V/def2-TZVPD) of the molecule C26H28N4O3.

Each line ends with the Löwdin charge.
Positions of all 61 atoms, in Å:
C -2.33 2.47 -3.98  -0.087
O -2.83 1.41 -3.20  -0.082
C -1.95 0.61 -2.54  -0.289
C -2.51 -0.42 -1.77  0.012
C -1.71 -1.28 -1.06  0.001
C -0.33 -1.14 -1.09  -0.262
N 0.51 -2.01 -0.35  0.057
C 1.38 -2.86 -0.93  -0.393
O 2.12 -3.59 -0.30  0.110
C 1.40 -2.87 -2.43  -0.171
C 2.61 -2.99 -3.12  -0.056
N 2.65 -3.04 -4.44  0.084
C 1.50 -2.99 -5.08  -0.116
C 0.29 -2.90 -4.41  -0.096
N 0.24 -2.83 -3.09  0.148
C 0.40 -2.08 1.10  -0.124
C -0.68 -1.11 1.64  -0.457
O -1.69 -1.52 2.16  0.082
N -0.36 0.18 1.51  0.129
C -1.20 1.27 1.98  -0.302
C -1.54 2.22 0.83  -0.142
C -2.43 3.35 1.33  -0.195
C -1.74 4.11 2.46  -0.210
C -1.40 3.16 3.61  -0.200
C -0.51 2.03 3.11  -0.144
C 1.70 -1.75 1.79  -0.185
C 2.62 -0.87 1.24  -0.046
C 3.79 -0.56 1.91  -0.073
C 4.04 -1.10 3.16  -0.089
C 3.12 -1.98 3.72  -0.073
C 1.96 -2.30 3.04  -0.018
C 0.23 -0.12 -1.85  -0.024
C -0.57 0.75 -2.58  -0.012
H -3.21 2.96 -4.40  0.094
H -1.70 2.11 -4.79  0.096
H -1.77 3.18 -3.37  0.095
H -3.59 -0.52 -1.76  0.124
H -2.16 -2.08 -0.48  0.130
H 3.55 -3.05 -2.58  0.123
H 1.55 -3.03 -6.16  0.103
H -0.66 -2.87 -4.92  0.108
H 0.09 -3.09 1.38  0.167
H 0.53 0.44 1.11  0.133
H -2.11 0.80 2.36  0.155
H -2.04 1.66 0.04  0.103
H -0.61 2.63 0.42  0.123
H -2.65 4.03 0.51  0.108
H -3.37 2.94 1.69  0.117
H -2.40 4.91 2.83  0.107
H -0.83 4.58 2.09  0.113
H -2.32 2.74 4.02  0.116
H -0.89 3.71 4.41  0.109
H -0.28 1.34 3.93  0.120
H 0.44 2.44 2.75  0.120
H 2.45 -0.45 0.25  0.107
H 4.50 0.12 1.47  0.103
H 4.95 -0.85 3.69  0.100
H 3.31 -2.41 4.69  0.104
H 1.25 -2.98 3.48  0.122
H 1.31 0.00 -1.89  0.120
H -0.10 1.53 -3.16  0.105

- HOMO energy (eV) = -8.36
- Kohn-Sham gap (eV) = 8.6

***

B.
The following is a DFT calculation (ωB97M-V/def2-TZVPD) of the molecule C26H28N4O3.

Each line ends with the Löwdin charge.
Positions of all 61 atoms, in Å:
C 1.96 -0.41 -2.53  -0.060
C 1.00 -0.60 -1.35  -0.178
C -0.05 0.47 -1.35  -0.167
C -1.04 0.45 -2.33  -0.027
C -2.00 1.44 -2.41  -0.087
C -1.99 2.49 -1.51  -0.081
C -1.03 2.52 -0.52  -0.034
C -0.08 1.52 -0.42  -0.196
N 0.87 1.59 0.64  0.011
C 1.92 2.60 0.52  -0.018
C 3.20 1.99 -0.08  -0.470
O 3.55 2.19 -1.22  0.058
N 3.87 1.23 0.81  0.084
C 4.99 0.39 0.43  -0.114
C 4.56 -1.03 0.14  -0.207
C 5.01 -1.68 -1.00  -0.051
C 4.61 -2.98 -1.27  -0.092
C 3.75 -3.64 -0.40  -0.092
C 3.30 -2.99 0.74  -0.081
C 3.71 -1.70 1.02  -0.047
C 0.85 0.79 1.72  -0.444
O 1.73 0.82 2.57  0.042
C -0.36 -0.12 1.86  -0.063
C -1.56 0.68 2.41  -0.068
C -2.85 -0.07 2.13  -0.458
O -3.46 -0.69 2.97  0.085
N -3.23 0.04 0.82  0.163
C -4.32 -0.52 0.17  -0.277
C -5.27 -1.33 0.80  0.006
C -6.31 -1.82 0.02  -0.063
C -6.37 -1.49 -1.32  -0.076
C -5.38 -0.68 -1.84  -0.146
N -4.38 -0.20 -1.12  0.121
H 2.49 0.53 -2.44  0.063
H 1.41 -0.42 -3.47  0.073
H 2.69 -1.22 -2.54  0.060
H 1.58 -0.58 -0.42  0.090
H 0.52 -1.58 -1.42  0.124
H -1.05 -0.36 -3.04  0.120
H -2.76 1.40 -3.18  0.103
H -2.73 3.28 -1.57  0.108
H -1.01 3.34 0.20  0.124
H 2.13 3.00 1.51  0.137
H 1.57 3.38 -0.15  0.135
H 3.42 1.05 1.70  0.102
H 5.43 0.83 -0.46  0.122
H 5.72 0.41 1.24  0.132
H 5.66 -1.17 -1.68  0.116
H 4.96 -3.48 -2.16  0.104
H 3.44 -4.65 -0.61  0.100
H 2.64 -3.50 1.42  0.103
H 3.36 -1.21 1.91  0.106
H -0.62 -0.56 0.90  0.109
H -0.11 -0.92 2.56  0.135
H -1.45 0.80 3.49  0.132
H -1.61 1.66 1.95  0.110
H -2.67 0.61 0.20  0.113
H -5.18 -1.56 1.84  0.098
H -7.06 -2.45 0.47  0.107
H -7.17 -1.85 -1.95  0.097
H -5.37 -0.39 -2.88  0.104

- HOMO energy (eV) = -8.93
- Kohn-Sham gap (eV) = 9.6

***

Which of them is least stable? Easy: A.